Entry 1:
Density functional theory data (the ωB97M-V functional and the def2-TZVPD basis) for a cluster of 8 separate species, C28H64Cl12O16P4 in total.

## Properties
Kohn-Sham gap ... 10.5 eV
SMILES string ... CCOP(=O)(OCC)OCC.CCOP(=O)(OCC)OCC.CCOP(=O)(OCC)OCC.CCOP(=O)(OCC)OCC.ClC(Cl)Cl.ClC(Cl)Cl.ClC(Cl)Cl.ClC(Cl)Cl

XYZ file:
```
124
Properties=species:S:1:pos:R:3:forces:R:3
C 13.723940 -12.901220 -10.313530 -1.1 0.7 -1.2
C 13.550190 -13.762030 -9.108610 -0.8 0.5 -0.9
O 14.842100 -13.839300 -8.552330 2.0 -1.6 0.8
P 15.910220 -14.936760 -9.120440 0.9 0.8 -0.2
O 15.333460 -15.826760 -10.143230 0.5 0.2 1.0
O 16.533120 -15.651040 -7.766650 -1.0 1.3 -1.3
C 16.426340 -14.885830 -6.534600 0.5 -0.1 1.0
C 15.198210 -15.301090 -5.731570 -0.8 -0.8 -0.6
O 17.144550 -13.993230 -9.727280 -1.0 -0.8 1.9
C 18.541590 -14.423420 -9.806080 -0.7 -0.9 -2.5
C 18.618020 -15.223430 -11.120680 -0.4 -1.1 0.5
H 14.022660 -11.897170 -10.012270 0.3 -0.1 0.0
H 14.398090 -13.298840 -11.072160 0.3 -0.1 0.4
H 12.788370 -12.774740 -10.858330 -0.3 0.0 0.1
H 12.864070 -13.273300 -8.416890 0.4 0.2 0.4
H 13.051630 -14.706320 -9.327350 0.7 -0.4 -0.1
H 17.320760 -15.098220 -5.948940 0.1 -0.5 -0.1
H 16.536040 -13.814740 -6.704390 -0.6 0.0 -0.3
H 15.205320 -16.358130 -5.465630 0.7 -0.1 0.1
H 14.959090 -14.766410 -4.812320 0.4 0.4 -0.2
H 14.310580 -15.306450 -6.364170 -0.1 0.6 -0.1
H 19.153870 -13.537060 -9.972120 -0.2 0.1 0.9
H 18.863340 -15.133610 -9.044370 -0.2 0.7 0.6
H 17.979260 -16.097530 -10.994100 -0.5 0.1 0.0
H 18.227830 -14.683470 -11.983400 0.4 0.1 0.1
H 19.561620 -15.743290 -11.286430 0.5 0.7 -0.2
C 10.467180 -5.285660 4.820520 0.7 -0.6 1.0
C 11.648890 -6.187310 5.280190 0.5 2.2 -2.3
O 11.265910 -7.527820 5.183190 1.7 -2.7 0.2
P 12.512720 -8.652080 5.092530 -2.1 -0.3 -0.1
O 13.278870 -8.832620 6.329800 -0.2 0.2 -0.2
O 11.789720 -10.018920 4.548070 1.2 2.3 1.0
C 10.669960 -10.590680 5.276920 0.2 0.7 -1.1
C 10.946080 -12.070940 5.248820 -0.5 -0.4 0.6
O 13.314360 -8.186570 3.815550 0.8 -0.6 0.1
C 14.602970 -8.850540 3.567780 0.9 1.8 0.5
C 14.577680 -9.827630 2.486590 -0.8 -0.8 -0.6
H 9.674800 -5.379860 5.563060 -0.2 0.4 -0.1
H 10.848110 -4.268970 4.723840 -0.2 0.1 0.3
H 10.083750 -5.561780 3.838260 0.2 -0.3 0.1
H 12.422530 -5.974860 4.542320 0.1 -0.3 -0.6
H 12.240040 -5.849820 6.131500 -1.0 -0.5 1.1
H 10.568560 -10.216000 6.295470 0.4 0.0 0.1
H 9.864480 -10.127460 4.707070 -0.7 -1.0 0.1
H 11.649800 -12.226270 6.066590 0.1 -0.4 -0.1
H 10.060330 -12.676850 5.439680 -0.1 0.1 0.2
H 11.384720 -12.455950 4.328240 0.0 0.5 -0.1
H 15.339270 -8.099540 3.281490 -0.5 0.7 0.2
H 15.057520 -9.291150 4.455100 -0.7 0.0 0.4
H 14.015060 -10.678230 2.871340 0.4 -0.5 -0.5
H 14.093720 -9.480320 1.573760 0.0 0.2 0.1
H 15.631620 -9.986820 2.258600 -0.1 -0.8 -0.1
C 26.705660 -7.933300 7.909500 -0.3 0.2 0.3
C 25.843770 -7.404140 9.070610 1.4 -1.7 0.8
O 25.063820 -6.334560 8.637820 -1.6 3.7 0.2
P 24.864010 -4.953500 9.546250 -0.1 0.2 1.2
O 24.890270 -5.174530 11.030970 0.0 0.1 -2.1
O 26.018390 -3.941270 8.990220 -1.5 -1.9 1.0
C 26.422180 -2.775750 9.770880 0.7 0.0 -1.2
C 25.812700 -1.524110 9.107710 0.9 -0.3 0.5
O 23.520350 -4.157500 9.045720 0.9 -1.7 -0.5
C 22.384690 -3.727760 9.817230 -1.6 0.3 0.3
C 20.916840 -4.115160 9.295870 1.1 -0.8 -0.4
H 27.097230 -8.946970 7.994610 -0.4 -0.1 0.7
H 25.997000 -7.978420 7.082540 0.5 0.4 -0.5
H 27.606890 -7.335890 7.771690 -0.4 0.4 -0.5
H 25.201650 -8.222210 9.397000 -0.3 0.1 0.1
H 26.436820 -7.113040 9.937590 0.1 0.0 0.0
H 26.319240 -2.771230 10.856000 -0.8 -0.8 -0.1
H 27.493990 -2.904680 9.620240 0.1 0.9 0.0
H 25.152490 -1.810340 8.288990 -0.1 0.0 0.3
H 25.322000 -0.911240 9.863820 -0.2 0.0 -0.3
H 26.638610 -0.954800 8.681250 -0.2 0.2 -0.1
H 22.447430 -4.036730 10.860640 0.4 -0.2 -0.1
H 22.459930 -2.640910 9.782670 0.0 0.0 0.2
H 20.355420 -3.327950 8.792660 0.5 0.2 0.0
H 20.973360 -4.952320 8.600110 0.4 0.1 -0.4
H 20.236700 -4.552030 10.027070 0.4 0.4 0.7
C 9.002980 -12.851490 17.100220 -0.2 -1.0 -2.2
C 9.953390 -13.906450 16.317270 -1.2 1.7 2.2
O 11.295890 -13.586340 16.645840 1.7 1.1 -0.3
P 11.995300 -12.111180 16.831250 -0.1 -1.5 -2.9
O 11.711540 -11.457570 18.079150 -0.1 0.6 1.4
O 13.539400 -12.466580 16.522380 -2.4 1.7 -1.1
C 14.337660 -13.139890 17.419090 2.2 -0.8 1.4
C 15.593200 -12.323230 17.790050 0.4 0.2 -0.2
O 11.545890 -11.257790 15.510980 -0.6 -1.4 2.3
C 12.286810 -10.279950 14.863470 1.8 0.5 -3.0
C 11.473540 -9.189040 14.202020 -1.0 -0.1 0.9
H 8.066850 -12.913550 16.545340 -0.5 -0.3 0.5
H 8.886040 -13.071440 18.161370 0.1 -0.2 -0.3
H 9.225880 -11.789830 16.993900 0.8 -0.2 -0.1
H 9.702870 -14.882880 16.731920 0.4 0.0 0.4
H 9.817550 -14.080740 15.249910 0.0 1.0 -0.2
H 13.801130 -13.455030 18.314030 -0.1 0.0 0.0
H 14.698490 -14.006590 16.865260 -0.1 -0.4 0.3
H 15.426150 -11.341650 18.233550 -0.5 0.1 -0.3
H 16.295440 -12.764130 18.497560 -0.5 -0.8 0.2
H 16.224080 -12.224700 16.906660 -0.2 0.4 -0.2
H 13.110710 -9.757020 15.349080 -0.1 -0.6 1.0
H 12.734580 -10.819030 14.028610 0.6 -0.1 0.0
H 12.065830 -8.442520 13.672880 0.4 -0.2 0.2
H 10.759840 -9.583430 13.478700 -0.2 0.0 0.2
H 10.980440 -8.710560 15.048190 -0.5 0.4 -0.4
Cl 11.032630 2.310960 11.753290 -1.3 -1.1 0.0
C 9.734430 1.097950 12.197440 -0.5 0.7 0.1
Cl 8.376300 0.858950 10.979840 1.3 0.5 0.8
Cl 9.023430 1.616090 13.782410 0.5 -0.5 -1.0
H 10.199460 0.115720 12.281460 0.0 0.4 0.2
Cl 20.050410 -10.598230 11.452310 -0.9 -0.9 -1.0
C 19.084220 -11.424390 10.118680 0.6 0.0 0.2
Cl 18.964920 -13.201270 10.288230 0.1 0.7 0.4
Cl 19.833420 -11.101050 8.547860 -0.2 0.2 0.3
H 18.074100 -11.015150 10.135400 0.3 0.0 0.1
Cl 7.889980 -7.951870 -5.170920 0.3 -0.1 0.8
C 8.674260 -7.706930 -3.587690 0.9 -0.5 0.0
Cl 9.926530 -9.014520 -3.195170 -1.1 0.8 -0.5
Cl 7.524470 -7.580700 -2.255440 0.2 0.0 -0.5
H 9.273840 -6.799840 -3.663870 -0.4 -0.2 0.1
Cl 4.755110 -5.905360 11.661410 0.5 0.3 0.3
C 4.331910 -5.320000 10.053970 -0.9 0.0 0.6
Cl 2.604000 -4.908750 10.103140 -0.1 0.7 -0.1
Cl 4.487190 -6.616580 8.943920 0.6 -0.8 -1.1
H 4.923330 -4.461130 9.736710 -0.1 -0.2 0.3
```
Forces are in eV/Å.



Entry 2:
Density functional theory data (the ωB97M-V functional and the def2-TZVPD basis) for a cluster of 11 separate species, C28H64N4O11S2 in total.

## Properties
Kohn-Sham gap ... 8.0 eV
SMILES string ... Cc1cc(CCCSC(=S)N2CCOCC2)cc2ncc(CN)nc12.CO.CO.CO.CO.CO.CO.CO.CO.CO.CO

XYZ file:
```
109
Properties=species:S:1:pos:R:3:forces:R:3
C 0.117881 -1.515043 0.736726 -0.2 0.6 -0.4
C -0.299678 -0.094134 0.565131 -0.8 0.5 -0.5
C -1.452754 0.254466 -0.138754 1.3 -0.2 0.8
C -1.842792 1.595393 -0.305620 0.8 0.8 0.6
C -3.074975 1.926929 -1.100212 0.4 0.0 0.3
C -3.079021 1.290553 -2.467815 0.2 0.0 -0.2
C -1.812042 1.606286 -3.219547 0.3 -0.3 -0.2
S -2.010051 0.914660 -4.877971 -0.5 0.0 -0.5
C -0.399998 1.355589 -5.524605 0.4 -0.1 -0.3
S -0.190895 2.763546 -6.287315 0.1 0.4 0.0
N 0.661416 0.481074 -5.302242 -1.1 -0.2 1.0
C 0.305797 -0.922848 -5.045301 0.2 0.1 0.2
C 0.102712 -1.312303 -3.583410 0.3 0.0 -0.2
O 0.922517 -0.559278 -2.700102 -0.2 0.2 0.2
C 2.054125 -0.054848 -3.369044 0.0 -0.2 0.2
C 1.666971 1.004256 -4.349579 0.5 0.0 -0.9
C -1.051103 2.605674 0.241414 -0.7 -1.1 -0.3
C 0.115334 2.292795 0.976617 -0.5 0.0 -0.2
N 0.830028 3.301165 1.543275 0.0 -0.1 -0.2
C 1.904213 2.942250 2.182248 -0.1 0.3 -0.1
C 2.321343 1.605626 2.313904 -0.2 -0.1 0.2
C 3.612174 1.256632 2.976563 0.1 -0.3 -1.0
N 4.600514 0.823016 1.952338 -0.5 0.4 0.5
N 1.614904 0.623551 1.831769 -0.1 -0.3 -0.1
C 0.495035 0.938983 1.138172 -0.2 0.2 -0.1
H -0.334720 -2.117112 -0.035247 -0.1 -0.3 -0.3
H -0.213878 -1.873815 1.685703 -0.2 -0.4 0.6
H 1.189424 -1.588960 0.711592 0.5 -0.1 0.0
H -2.041799 -0.531810 -0.577196 -0.2 -0.3 -0.1
H -3.112006 3.001825 -1.205357 -0.2 0.4 0.0
H -3.945770 1.593429 -0.553842 -0.4 0.0 0.2
H -3.922614 1.642764 -3.046620 -0.4 0.1 -0.1
H -3.164305 0.216259 -2.386431 -0.1 -0.4 0.1
H -1.616936 2.668744 -3.272572 0.0 0.4 -0.2
H -0.963229 1.128966 -2.747827 0.3 -0.1 0.2
H -0.599335 -1.146306 -5.585324 -0.2 -0.2 -0.2
H 1.091144 -1.534867 -5.460048 0.3 -0.2 -0.2
H 0.345435 -2.366426 -3.488598 0.0 -0.4 0.1
H -0.924833 -1.167178 -3.297794 -0.4 0.1 0.3
H 2.691315 0.404040 -2.629981 0.3 0.1 0.4
H 2.600959 -0.860207 -3.849445 0.3 -0.2 -0.1
H 1.279212 1.854908 -3.812746 -0.3 0.3 0.1
H 2.546230 1.336857 -4.887730 0.3 0.1 -0.2
H -1.339537 3.631346 0.111835 0.0 0.4 0.0
H 2.495072 3.716066 2.639876 0.2 0.3 0.2
H 3.420825 0.415370 3.623096 0.2 -0.2 0.5
H 4.005636 2.102901 3.515150 0.1 0.2 0.5
H 4.118805 0.084716 1.445523 0.4 -0.3 -0.1
H 4.695288 1.590228 1.294524 0.1 0.0 -0.1
C 0.370830 -4.682973 3.941333 0.0 0.2 0.0
O 0.226492 -3.437656 3.261983 0.1 -0.3 0.3
H 0.219228 -5.468044 3.205597 0.0 0.0 0.0
H 1.370097 -4.791592 4.371384 0.0 0.0 0.0
H -0.372259 -4.796627 4.734677 0.0 0.0 0.0
H 0.360743 -2.744148 3.914215 0.0 0.1 -0.1
C -4.457098 -2.278003 -2.577102 0.0 0.0 0.2
O -4.013867 -1.927439 -1.272233 0.1 0.0 -0.1
H -3.591877 -2.645853 -3.124011 0.0 0.0 0.0
H -5.213389 -3.066260 -2.543482 0.0 0.0 0.0
H -4.867566 -1.414129 -3.108388 0.0 0.0 0.0
H -4.775527 -1.597903 -0.783033 -0.2 0.0 -0.1
C -7.726559 -0.574437 0.621998 0.1 0.0 0.0
O -6.418406 -0.970498 0.211981 0.1 0.0 0.0
H -8.367535 -0.648823 -0.251139 0.0 0.0 0.0
H -8.113774 -1.233625 1.401235 0.0 0.0 0.0
H -7.735201 0.457067 0.979371 0.0 0.0 0.0
H -5.824554 -0.914995 0.966668 -0.1 0.0 0.1
C -2.994225 1.719743 3.829399 0.1 0.1 -0.1
O -2.898193 3.085044 3.422778 0.0 0.0 0.1
H -3.752219 1.663206 4.605593 0.0 0.0 0.0
H -3.291942 1.080416 2.992498 0.0 0.0 0.0
H -2.049253 1.361257 4.237742 0.0 -0.1 0.0
H -2.225588 3.117416 2.738260 0.1 0.1 -0.2
C -0.749427 0.240280 7.102660 -0.2 0.0 0.0
O -1.972872 -0.121651 6.465285 0.2 0.0 0.1
H 0.056230 -0.195922 6.518071 0.0 0.0 0.0
H -0.614423 1.324348 7.127753 0.0 0.0 0.0
H -0.694856 -0.152010 8.121210 0.0 0.0 0.0
H -2.691999 0.261348 6.973186 -0.1 0.0 0.0
C 1.944543 -1.335591 -9.125823 0.0 0.1 0.1
O 2.166441 -1.063161 -7.746966 0.0 -0.1 -0.2
H 2.877033 -1.717664 -9.532506 0.0 0.0 0.0
H 1.165886 -2.090452 -9.268364 0.0 0.0 0.0
H 1.668220 -0.430683 -9.673263 0.0 0.0 0.0
H 1.347413 -0.719560 -7.378800 0.1 0.2 0.0
C 0.042634 5.583229 3.978934 -0.4 -0.2 0.2
O -0.705163 4.776050 4.891206 0.3 0.2 0.0
H 0.967610 5.856417 4.481648 0.0 0.0 0.0
H 0.271363 5.031329 3.065680 0.0 0.1 0.0
H -0.500044 6.497032 3.719431 0.0 0.0 0.0
H -1.530596 4.508209 4.474062 -0.1 -0.1 -0.1
C 0.846650 -5.030951 -1.804661 -0.1 0.0 -0.1
O -0.115454 -5.008810 -2.853455 0.1 0.1 0.1
H 0.848120 -4.038238 -1.359794 0.0 0.0 0.0
H 0.587008 -5.759851 -1.032589 0.0 0.0 0.0
H 1.849974 -5.250029 -2.180555 0.0 0.0 0.0
H -0.137556 -5.876391 -3.263742 0.0 0.0 0.0
C 7.482833 2.862225 3.584046 -0.1 -0.1 0.0
O 6.580202 1.907376 4.118856 0.0 0.3 0.0
H 8.215691 3.084755 4.355654 0.0 0.0 0.0
H 8.007948 2.471463 2.707193 0.0 0.0 0.0
H 6.976959 3.794406 3.310162 0.0 0.0 0.0
H 5.927407 1.704007 3.436895 0.3 -0.4 -0.1
C 3.600817 -3.254830 0.985081 0.0 0.1 -0.1
O 3.821405 -1.891620 0.634991 0.0 -0.1 -0.1
H 3.923799 -3.372856 2.015428 0.0 0.0 0.0
H 2.542343 -3.518933 0.919461 0.0 0.0 0.0
H 4.184949 -3.928709 0.353129 0.0 0.0 0.0
H 3.538516 -1.761428 -0.274005 -0.1 0.0 0.0
```
Forces are in eV/Å.



no.,energy (Ha),maximum force (eV/Å)
1,-9197.03911,4.0
2,-2948.12555,1.6